The molecule C4H8ClF at a distorted geometry. Source: the OMol25 dataset; level of theory: ωB97M-V/def2-TZVPD.

## Properties
Kohn-Sham gap = 11.480 eV
Multiplicity = 1
Relative energy (zero: lowest compared OMol25 entry of this formula, charge and spin) = 21.9 kcal per mole
E_LUMO = 0.78 eV

XYZ file:
```
14
C4H8ClF | the OMol25 dataset | ωB97M-V/def2-TZVPD
C -0.44835 -1.23989 0.53509
C -0.23115 0.08133 -0.10673
C 0.73906 0.09570 -1.28872
Cl -1.99171 0.61457 -0.80286
C 0.13704 1.08792 0.82345
F -0.62423 1.09750 1.93671
H -0.74694 -1.89015 -0.19827
H 0.38446 -1.56774 1.06670
H -1.19648 -1.29249 1.25875
H 0.28411 -0.57352 -1.95838
H 1.65358 -0.37425 -1.13202
H 0.75523 1.11467 -1.59410
H 0.16791 2.09221 0.33963
H 1.11748 0.75415 1.12076
```

Atomic partial charges in e from the Löwdin method, atoms 1 to 4: atom 1 (C): -0.089, atom 2 (C): -0.755, atom 3 (C): -0.062, atom 4 (Cl): 0.511



A structure of composition C4H8ClF2N at a distorted geometry. Source: the OMol25 dataset; level of theory: ωB97M-V/def2-TZVPD.

## Properties
Kohn-Sham gap = 9.081 eV
Multiplicity = 1
Relative energy (zero: lowest compared OMol25 entry of this formula, charge and spin) = 118.8 kcal per mole
E_LUMO = 0.59 eV

XYZ file:
```
16
C4H8ClF2N | the OMol25 dataset | ωB97M-V/def2-TZVPD
C 1.00083 -0.96700 1.07152
C 0.34355 -0.80458 -0.45337
C -0.94648 -0.21228 -0.89349
C -1.30375 1.17334 -0.78419
H 0.40723 0.81008 2.37373
H 1.72485 1.30316 0.69413
H 2.15274 -1.43025 0.63245
H 0.52594 -1.65666 1.95118
H 1.33558 -0.35933 -0.75614
H 0.47711 -1.83448 -0.97361
H -1.71264 -1.00539 -0.43618
H -1.07273 -0.55336 -1.86496
N 1.29458 0.34094 1.53336
F -2.51874 1.42598 -1.41664
F -1.53525 1.50270 0.58785
Cl -0.17281 2.26714 -1.26564
```

Atomic partial charges in e from the Löwdin method, atoms 1 to 4: atom 1 (C): -0.374, atom 2 (C): -0.244, atom 3 (C): -0.231, atom 4 (C): -0.974



A cluster of 2 separate species, C4H8ClFN3 in total at a distorted geometry. Source: the OMol25 dataset; level of theory: ωB97M-V/def2-TZVPD.

## Properties
Kohn-Sham gap = 8.822 eV
Multiplicity = 1
Charge = +1
Relative energy (zero: lowest compared OMol25 entry of this formula, charge and spin) = 39.2 kcal per mole
E_LUMO = -6.29 eV

XYZ file:
```
17
C4H8ClFN3 | the OMol25 dataset | ωB97M-V/def2-TZVPD
C 1.90621 -0.97183 0.37934
C 0.72066 -1.01689 -0.62811
C -0.27547 0.01863 -0.01982
C -0.99170 0.98988 -0.98030
N 3.01992 -1.47073 0.28560
N 1.45413 -0.01260 1.38442
N 0.33825 0.57378 1.07006
F 0.37498 -2.31094 -0.66942
Cl -2.80398 -1.56576 0.59634
H 1.11930 -0.84752 -1.58470
H -1.30882 -0.26317 0.32494
H -1.37874 1.79430 -0.39759
H -1.75742 0.54608 -1.44215
H -0.15782 1.15688 -1.61311
H 3.59937 -1.31544 1.11373
H 1.98623 0.29989 2.16978
H -2.88973 -1.88266 -0.77726
```

Atomic partial charges in e from the Löwdin method, atoms 1 to 4: atom 1 (C): -0.257, atom 2 (C): -0.191, atom 3 (C): -0.352, atom 4 (C): 0.036



Asked for molar mass across the records above, the calculation gives 110.56, 143.56, 152.58 g mol⁻¹ in order.
Asked for E_tot across the records above, the calculation gives -717.239436, -871.705552, -881.149696 hartree in order.